Model w:
Molecular formula: C4H26BO21
Method: DFT, ωB97M-V/def2-TZVPD

The calculation puts the HOMO energy at -0.2817 Eh.

The geometry in ORCA input format:
```
! RIJCOSX wB97M-V def2-TZVPD def2/J DEFGRID3
* xyz -1 1
O 1.270 1.413 -0.835
O -6.148 -0.740 2.491
O 1.184 8.593 -6.531
O -0.825 4.151 -1.474
O -4.236 -1.911 -3.663
O 4.271 -0.358 -4.901
O 1.331 -6.901 -0.818
O 4.425 -2.981 6.162
O -0.812 2.184 -0.178
O -1.121 -2.146 0.175
O 4.247 8.349 -2.217
O 0.020 -1.093 2.701
O -6.521 -4.762 1.398
O -3.945 2.894 3.257
O 4.559 6.124 -6.412
O 3.908 -2.749 -1.439
O -2.471 -6.793 4.846
O -0.391 -0.137 -0.584
O -1.619 -4.289 8.234
O 0.362 0.757 1.412
O 1.804 3.266 -2.195
C -0.665 -1.003 0.322
C 1.075 2.595 -1.435
C -0.059 -0.436 1.632
C -0.346 3.090 -1.083
B 0.123 1.044 -0.010
H 3.568 -3.600 -1.163
H -5.203 -0.595 2.456
H -6.324 -3.843 1.579
H 1.056 -6.061 -1.184
H 4.288 5.417 -5.826
H -3.355 3.293 2.618
H -5.923 -5.001 0.690
H 0.834 8.369 -5.668
H 3.765 6.641 -6.547
H 4.247 -0.871 -4.093
H -1.495 -4.584 7.332
H 3.386 -0.002 -4.984
H 4.390 7.440 -2.482
H -4.223 -2.320 -4.528
H -1.034 -3.537 8.323
H -6.530 0.095 2.221
H 1.424 9.517 -6.460
H -3.413 -2.182 -3.256
H -1.727 -7.284 5.193
H -2.310 -6.746 3.904
H 1.722 -6.678 0.027
H 5.032 8.581 -1.722
H 4.242 -2.352 -0.635
H -4.102 3.584 3.901
H 4.777 -2.670 5.328
H 3.492 -2.773 6.122
*
```

Model x:
Molecular formula: C4H26BO21
Method: DFT, ωB97M-V/def2-TZVPD

The calculation puts the HOMO energy at -0.2820 Eh.

The geometry in ORCA input format:
```
! RIJCOSX wB97M-V def2-TZVPD def2/J DEFGRID3
* xyz -1 1
O -5.398 -2.752 -2.956
O -1.477 -0.104 -1.570
O 5.626 2.022 -1.404
O 2.595 0.970 0.200
O -1.927 -3.586 -1.140
O -3.042 2.285 -0.607
O 0.897 0.021 -0.853
O -0.565 -1.887 -0.329
O -2.134 0.075 3.854
O 0.814 -0.647 4.936
O 3.362 -0.906 2.324
O 1.508 -4.026 -1.110
O -1.047 1.749 -4.591
O 1.641 -2.712 1.156
O -5.109 0.142 -3.958
O 4.199 -1.625 -0.464
O -0.865 0.292 0.734
O 3.613 3.371 0.283
O -2.084 3.091 3.360
O -2.898 -1.279 -2.924
O 0.413 1.366 2.349
C 0.294 0.793 1.246
C -2.109 -1.233 -1.972
C -1.581 -2.363 -1.112
C 1.422 0.569 0.208
B -0.481 -0.378 -0.503
H -1.291 2.714 2.978
H 2.368 -2.161 1.447
H -2.319 2.650 -1.119
H -2.022 -0.227 4.756
H 1.611 -3.588 -0.266
H -3.249 2.964 0.035
H -4.246 -0.260 -3.861
H -4.594 -2.304 -2.694
H 0.895 -2.421 1.680
H 1.767 -0.696 5.018
H -5.923 -2.074 -3.382
H 3.080 2.579 0.217
H 3.086 4.051 -0.137
H 0.676 -3.699 -1.451
H 3.608 0.016 2.407
H -5.034 0.983 -3.508
H 0.665 0.036 4.282
H -1.186 1.946 -3.665
H -1.978 1.019 3.896
H 4.685 -1.924 0.304
H 5.043 1.543 -1.993
H 5.043 2.398 -0.744
H 4.137 -1.388 2.612
H -1.980 4.036 3.243
H 3.288 -1.587 -0.172
H -1.795 2.146 -5.037
*
```

Least stable = model w

Model w:
Molecular formula: C2H2N3O
Method: DFT, ωB97M-V/def2-TZVPD

The calculation puts the HOMO energy at -0.5038 Eh.

The geometry in ORCA input format:
```
! RIJCOSX wB97M-V def2-TZVPD def2/J DEFGRID3
* xyz 1 1
O 0.359 -0.396 -2.949
N -0.024 0.512 2.794
N 0.700 0.111 -0.591
N 0.022 0.288 1.695
C 0.566 -0.180 -1.856
C 0.032 -0.308 0.542
H -0.948 -0.999 0.454
H 1.572 0.780 -0.507
*
```

Model x:
Molecular formula: C2H2N3O
Method: DFT, ωB97M-V/def2-TZVPD

The calculation puts the HOMO energy at -0.6056 Eh. As for the SMILES: O=[N+]1C=CN=N1.

The geometry in ORCA input format:
```
! RIJCOSX wB97M-V def2-TZVPD def2/J DEFGRID3
* xyz 1 1
O -1.770 -1.446 0.000
N -0.948 -0.622 0.000
N -0.210 1.526 0.000
N -1.273 1.043 0.000
C 0.427 -0.631 0.000
C 0.891 0.646 0.000
H 1.897 1.038 0.000
H 0.988 -1.554 0.000
*
```

Least stable = model x

Model w:
Molecular formula: C4H6FNS
Method: DFT, ωB97M-V/def2-TZVPD

The calculation puts the HOMO energy at -0.3256 Eh. As for the SMILES: C=C(F)/C(C)=N\S.

The geometry in ORCA input format:
```
! RIJCOSX wB97M-V def2-TZVPD def2/J DEFGRID3
* xyz 0 1
S -2.076 -0.195 -0.143
F 2.192 -0.632 -0.507
N -0.907 0.990 0.113
C 1.289 1.832 0.200
C 0.396 -1.826 0.445
C 0.344 0.651 0.100
C 0.966 -0.712 0.029
H -3.006 0.662 -0.692
H 2.020 1.631 0.989
H 1.882 1.854 -0.714
H -0.649 -1.881 0.849
H 0.953 -2.738 0.482
H 0.670 2.684 0.510
*
```

Model x:
Molecular formula: C4H6FNS
Method: DFT, ωB97M-V/def2-TZVPD

The calculation puts the HOMO energy at -0.2989 Eh. As for the SMILES: N/C(=C/C=S)CF.

The geometry in ORCA input format:
```
! RIJCOSX wB97M-V def2-TZVPD def2/J DEFGRID3
* xyz 0 1
S -2.249 -0.649 0.000
F 2.169 -1.395 0.000
N 2.072 1.108 -0.002
C 0.853 -0.945 -0.008
C 0.845 0.565 0.004
C -1.630 0.888 0.001
C -0.290 1.348 -0.004
H 0.339 -1.331 0.886
H -2.363 1.707 0.003
H 0.343 -1.328 -0.841
H -0.138 2.412 0.009
H 2.208 2.096 0.004
H 2.889 0.501 0.008
*
```

Least stable = model w

Model w:
Molecular formula: C2HNOS
Method: DFT, ωB97M-V/def2-TZVPD

The calculation puts the HOMO energy (alpha / beta) at -0.3304 / -0.3634 Eh.

The geometry in ORCA input format:
```
! RIJCOSX wB97M-V def2-TZVPD def2/J DEFGRID3
* xyz 0 1
S -0.712 -0.473 1.911
O -0.738 -1.839 -0.049
N 0.840 0.983 -0.623
C -0.289 -0.625 0.450
C 0.009 0.046 -0.540
H 0.890 1.908 -1.149
*
```

Model x:
Molecular formula: C2HNOS
Method: DFT, ωB97M-V/def2-TZVPD

The calculation puts the HOMO energy at -0.3572 Eh.

The geometry in ORCA input format:
```
! RIJCOSX wB97M-V def2-TZVPD def2/J DEFGRID3
* xyz 0 1
S -1.097 1.108 0.105
O 1.963 1.233 0.242
N -1.557 -1.726 0.180
C 1.188 0.516 -0.148
C -1.422 -0.603 0.097
H 0.925 -0.528 -0.477
*
```

Model y:
Molecular formula: C2HNOS
Method: DFT, ωB97M-V/def2-TZVPD

The calculation puts the HOMO energy at -0.3611 Eh. As for the SMILES: [H]/N=c1\sc1=O.

The geometry in ORCA input format:
```
! RIJCOSX wB97M-V def2-TZVPD def2/J DEFGRID3
* xyz 0 1
S 0.392 -2.234 1.157
O -2.363 -2.709 1.439
N -0.501 0.073 -0.041
C -1.379 -2.090 1.236
C -0.803 -0.960 0.540
H 0.406 0.332 -0.370
*
```

Least stable = model w